Record 1
ORCA calculation (ωB97M-V with the def2-TZVPD basis set) on a 2-piece molecular cluster, C4H10N2O2 overall in a non-equilibrium geometry.

```
18
C4H10N2O2 | OMol25 | ωB97M-V with the def2-TZVPD basis set
C 1.6373 1.4413 0.3682
C 0.4015 1.1495 1.1591
N -0.2766 2.2720 1.5743
O -0.0191 0.0396 1.4182
H 2.5085 1.1099 0.9498
H 1.7929 2.5107 0.2359
H 1.7830 0.9126 -0.5679
H -1.2589 2.2337 1.7967
H -0.0513 3.1456 1.1249
C -1.7104 -0.8428 -0.6934
C -0.3597 -1.2225 -1.2018
N 0.1792 -2.3948 -0.7236
O 0.2264 -0.5387 -2.0207
H -1.7054 0.2459 -0.6686
H -2.0137 -1.1678 0.2980
H -2.4741 -1.1350 -1.3908
H 1.1751 -2.4742 -0.8571
H -0.1638 -2.6296 0.1953
```

Results
E, eV: -11386.45364
Gap between HOMO and LUMO, eV: 10.4
Max |F|, eV Å⁻¹: 1.641


Record 2
ORCA calculation (ωB97M-V with the def2-TZVPD basis set) on an isolated molecule of C26H27NO6.

```
60
C26H27NO6 | OMol25 | ωB97M-V with the def2-TZVPD basis set
O -2.7976 -1.0307 -2.3095
C -2.6684 -0.5179 -1.2132
N -3.5010 0.4200 -0.7177
C -4.7190 0.8160 -1.3900
C -5.9357 0.2564 -0.6983
C -6.0874 -1.1214 -0.5916
C -7.1857 -1.6560 0.0559
C -8.1452 -0.8189 0.6022
C -8.0004 0.5534 0.4993
C -6.8976 1.0887 -0.1448
C -1.5324 -0.8630 -0.3064
C -0.6691 -1.8268 -0.6281
C 0.4678 -2.2166 0.2590
C 1.7993 -1.7126 -0.2498
C 1.9086 -0.8939 -1.3117
O 3.0509 -0.4043 -1.8078
C 4.2143 -0.7359 -1.1924
C 5.3977 -0.2116 -1.7139
C 6.5975 -0.5148 -1.1120
C 6.6404 -1.3432 0.0075
C 5.4768 -1.8684 0.5176
C 4.2440 -1.5749 -0.0741
C 3.0009 -2.1420 0.4687
O 2.9805 -2.9007 1.4269
C 0.1821 -1.6914 1.6739
C -0.2830 -0.2412 1.5940
O 0.7424 0.5174 1.0368
C 0.5451 1.9180 1.0780
C 1.7168 2.5846 0.3670
C 3.0442 2.2828 1.0625
C 4.2251 2.9996 0.4042
O 4.5329 2.5222 -0.8820
O -1.4819 -0.1190 0.8513
H -3.3569 0.7231 0.2333
H -4.7708 1.9085 -1.4330
H -4.6455 0.4175 -2.4068
H -5.3394 -1.7692 -1.0250
H -7.2964 -2.7276 0.1323
H -9.0046 -1.2362 1.1058
H -8.7463 1.2099 0.9230
H -6.7881 2.1615 -0.2228
H -0.8067 -2.3363 -1.5681
H 0.5443 -3.3091 0.3137
H 1.0511 -0.5500 -1.8744
H 5.3471 0.4351 -2.5740
H 7.5118 -0.1035 -1.5115
H 7.5881 -1.5717 0.4710
H 5.4749 -2.5168 1.3807
H -0.6152 -2.2802 2.1295
H 1.0733 -1.7571 2.2935
H -0.5513 0.1482 2.5930
H -0.3988 2.1791 0.5799
H 0.4866 2.2498 2.1261
H 1.5414 3.6627 0.3442
H 1.7384 2.2119 -0.6593
H 2.9870 2.6032 2.1041
H 3.2192 1.2063 1.0477
H 5.1309 2.8372 0.9929
H 4.0230 4.0817 0.3695
H 3.7396 2.5680 -1.4270
```

Results
E, eV: -41175.41015
Gap between HOMO and LUMO, eV: 9.1
Max |F|, eV Å⁻¹: 0.876


Record 3
ORCA calculation (ωB97M-V with the def2-TZVPD basis set) on C4H4N2O as an isolated structure in a non-equilibrium geometry.

```
11
C4H4N2O | OMol25 | ωB97M-V with the def2-TZVPD basis set
C 0.8227 -0.2622 -0.1755
C -0.2528 -1.0988 0.0106
C -1.4567 -0.4403 0.0161
C 0.2874 0.9982 -0.1803
H -0.1198 -2.2093 0.1742
H -2.3302 -0.9752 -0.1396
H -1.6960 1.6162 0.5662
H 0.8704 1.9051 0.1119
N 2.1709 -0.6383 -0.2443
N -1.0665 0.7622 -0.2334
O 2.7706 0.3425 0.0942
```

Results
E, eV: -9234.95995
Gap between HOMO and LUMO, eV: 8.6
Max |F|, eV Å⁻¹: 11.880


Record 4
ORCA calculation (ωB97M-V with the def2-TZVPD basis set) on a 7-piece molecular cluster, C33H57N9O12Si overall.

```
112
C33H57N9O12Si | OMol25 | ωB97M-V with the def2-TZVPD basis set
C -2.8555 2.7444 1.9455
C -4.3493 2.3929 1.8651
C -5.0712 2.4941 3.1834
N -4.6404 1.5485 4.2435
C -4.0006 0.3347 3.8288
C -4.6761 -0.6948 3.2235
C -4.0086 -1.8643 2.8232
C -2.6527 -2.0028 3.0043
C -1.9199 -3.2078 2.4873
C -1.5329 -2.9480 1.0249
C -0.4245 -3.8575 0.5066
C 0.9045 -3.1119 0.3388
C 2.1039 -4.0411 0.4790
C 3.4378 -3.5039 -0.0614
C 3.6060 -1.9854 -0.0314
C 3.0248 -1.3043 -1.2868
Si 4.2295 -0.7993 -2.6529
C 4.1738 -2.1214 -3.9933
C 6.0279 -0.6021 -2.1268
C 3.6178 0.8376 -3.3756
C 4.4649 1.7171 -4.0590
C 3.9860 2.8975 -4.5655
C 2.6502 3.2489 -4.4311
C 1.7848 2.3908 -3.7657
C 2.2738 1.1960 -3.2384
C -1.9315 -0.9667 3.6531
N -0.5867 -1.1151 3.8420
C 0.0068 -0.1362 4.4581
C -0.6648 1.0119 4.8896
N -1.9358 1.2043 4.7020
C -2.6083 0.1979 4.0739
H -2.6158 3.2465 2.8724
H -2.5821 3.3447 1.0875
H -2.2693 1.8366 1.8650
H -4.5036 1.4497 1.3646
H -4.8154 3.1390 1.2275
H -4.8656 3.4929 3.5656
H -6.1481 2.4541 3.0528
H -5.4449 1.2849 4.7915
H -5.7351 -0.6122 3.0510
H -4.5404 -2.6709 2.3498
H -1.0198 -3.3727 3.0607
H -2.5900 -4.0574 2.5501
H -1.2343 -1.9067 0.9583
H -2.4361 -3.0259 0.4287
H -0.2969 -4.7049 1.1721
H -0.7089 -4.2333 -0.4708
H 0.8855 -2.6495 -0.6415
H 0.9435 -2.3088 1.0688
H 1.8616 -4.9476 -0.0739
H 2.1844 -4.3456 1.5165
H 3.6105 -3.8770 -1.0661
H 4.2395 -3.9251 0.5379
H 4.6579 -1.7684 0.1172
H 3.0969 -1.5766 0.8337
H 2.3701 -2.0310 -1.7479
H 2.4357 -0.4495 -0.9866
H 4.4782 -1.7346 -4.9573
H 4.8377 -2.9321 -3.7073
H 3.1751 -2.5368 -4.0733
H 6.4091 0.3011 -2.5936
H 6.6325 -1.4097 -2.5182
H 6.1771 -0.4806 -1.0620
H 5.5034 1.4694 -4.1622
H 4.6675 3.5478 -5.0847
H 2.2673 4.1672 -4.8414
H 0.7440 2.6375 -3.6407
H 1.5836 0.5392 -2.7345
H 1.0646 -0.2094 4.6312
H -0.1122 1.7838 5.3995
C -5.9155 -2.0747 -1.5113
N -5.2527 -1.0411 -0.6707
O -4.0931 -0.7661 -0.9007
O -5.9324 -0.5294 0.1954
H -5.2100 -2.4421 -2.2386
H -6.2487 -2.8660 -0.8453
H -6.7605 -1.5974 -1.9947
C -5.1411 4.9480 6.6116
N -6.4492 5.6286 6.4067
O -6.6809 6.6239 7.0598
O -7.1989 5.1340 5.5920
H -4.5826 5.4944 7.3615
H -5.3484 3.9333 6.9359
H -4.6238 4.9421 5.6573
C -3.0663 -0.5205 -4.8392
N -4.2217 -1.4400 -5.0255
O -5.2069 -1.2717 -4.3269
O -4.1110 -2.3032 -5.8625
H -3.3156 0.1868 -4.0572
H -2.2115 -1.1320 -4.5674
H -2.8938 -0.0248 -5.7893
C 7.8899 4.7089 -6.4324
N 7.1769 3.4699 -6.0157
O 7.3522 3.0659 -4.8849
O 6.4588 2.9493 -6.8411
H 8.4849 5.0573 -5.5972
H 8.5114 4.4528 -7.2844
H 7.1354 5.4365 -6.7142
C 3.2499 3.0836 5.0785
N 3.4978 1.9047 5.9547
O 4.3771 1.9861 6.7813
O 2.7922 0.9324 5.7728
H 3.9481 3.8646 5.3529
H 3.3969 2.7609 4.0526
H 2.2225 3.3962 5.2373
C 0.8696 -4.6221 -2.8781
N 0.0796 -3.4764 -3.4100
O 0.6483 -2.4098 -3.5319
O -1.0830 -3.6859 -3.6748
H 1.8806 -4.2805 -2.6850
H 0.3832 -4.9542 -1.9659
H 0.8510 -5.4045 -3.6303
```

Results
E, eV: -80988.13131
Gap between HOMO and LUMO, eV: 8.4
Max |F|, eV Å⁻¹: 0.927